1.
# C34H54N4P2PdSi2

C34H54N4P2PdSi2 as an isolated structure in a non-equilibrium geometry (ωB97M-V/def2-TZVPD, the Open Molecules 2025 dataset).

```
97
Properties=species:S:1:pos:R:3:forces:R:3:lowdin_spin:R:1
Pd -1.8498 2.6182 1.1426 1.2 0.4 0.9 0.807
C 1.1382 3.4040 0.9386 -1.6 -0.9 -1.5 0.051
C 0.4133 2.5453 0.1399 1.9 1.4 -0.6 0.003
C 0.7029 1.0666 -0.0032 0.0 -0.5 -0.1 -0.001
C -0.2343 0.1268 0.7806 -0.2 0.2 -0.3 0.001
C -0.7362 0.7220 2.0770 0.7 -0.7 1.4 0.011
C 0.0566 1.3681 3.0079 -1.7 -0.3 -0.8 0.153
C 1.4803 1.6889 2.8640 1.2 0.5 -0.1 0.024
C 1.8810 3.0335 2.1403 0.7 -0.5 1.1 0.017
C -2.9869 2.5676 2.8658 -1.3 -0.6 0.6 0.267
H 1.1183 4.4768 0.7332 -0.3 -0.4 0.0 0.002
H -0.0033 2.9921 -0.7836 -0.1 -0.1 0.6 0.002
H 1.7552 0.8431 0.2259 -0.3 0.2 0.1 0.000
H 0.5743 0.8184 -1.0684 0.2 0.1 0.2 0.000
H -1.1285 -0.0526 0.1603 0.3 -0.1 0.1 0.002
H 0.2572 -0.8538 0.9094 -0.2 0.2 0.2 0.000
H -1.6544 0.2433 2.4573 0.3 0.6 -0.2 0.008
H -0.4110 1.6923 3.9430 0.0 -0.2 -0.3 0.005
H 2.0175 0.8718 2.3617 -0.2 0.1 0.2 0.004
H 1.8909 1.7925 3.8834 0.0 -0.2 -0.4 0.002
H 1.8017 3.8690 2.8565 0.1 -0.3 -0.2 0.001
H 2.9611 2.9386 1.9124 -0.3 0.1 0.1 0.001
H -3.1764 3.5800 3.2407 0.1 -0.3 -0.2 0.021
H -2.5165 1.9748 3.6621 -0.2 0.1 -0.2 0.021
H -3.9526 2.0984 2.5646 0.4 0.2 0.5 0.025
P 0.5595 -5.0402 -0.5838 0.5 -3.7 0.9 0.000
P 1.4374 -3.1802 -2.9318 2.7 -0.5 -1.8 0.000
N 1.2177 -5.4791 0.9645 0.6 0.8 1.0 0.000
N -0.2982 -6.6445 -0.7718 -0.7 0.7 -0.6 0.000
N 3.0287 -2.5272 -2.5479 0.1 0.5 1.1 0.000
N 1.5916 -2.9413 -4.6694 -0.7 -0.5 -0.8 0.000
C 2.0588 -5.5781 -1.5596 0.1 0.3 -0.4 0.000
C 2.0255 -4.9618 -2.9639 -0.6 0.0 0.1 0.000
C 1.3310 -4.5125 1.9711 0.2 -0.9 0.3 0.000
C 2.0334 -5.0526 3.0341 -0.2 -0.1 -0.9 0.000
C 2.4036 -6.3934 2.6623 -0.4 0.5 -0.8 0.000
C 1.9201 -6.6157 1.3822 -0.1 0.5 0.7 0.000
C -1.6879 -6.6711 -0.8859 0.1 -0.9 -0.1 0.000
C -2.1109 -7.9752 -1.1256 1.3 0.8 0.2 0.000
C -0.9261 -8.7914 -1.1752 0.2 1.0 0.2 0.000
C 0.1593 -7.9544 -0.9558 -0.8 0.0 -0.2 0.000
C 3.1135 -1.4099 -1.7163 0.8 -0.1 -0.2 0.000
C 4.4413 -1.1350 -1.4460 -0.5 -0.8 -0.5 0.000
C 5.2285 -2.1397 -2.1138 -1.8 -0.3 -0.4 0.000
C 4.3325 -2.9830 -2.7728 0.3 0.9 0.7 0.000
C 2.6942 -3.0742 -5.5274 -1.0 0.4 -0.7 0.000
C 2.2441 -3.0011 -6.8433 -0.5 -0.1 1.4 0.000
C 0.8045 -2.8969 -6.7969 0.6 -0.2 0.9 0.000
C 0.4366 -2.9070 -5.4634 0.8 0.4 -0.4 0.000
H 2.0370 -6.6745 -1.6610 0.3 0.6 0.2 0.000
H 2.9788 -5.2742 -1.0195 -0.6 -0.1 -0.2 0.000
H 3.0216 -5.0421 -3.4282 -0.7 0.1 -0.1 0.000
H 1.2820 -5.4816 -3.6007 0.4 0.1 0.2 0.000
H 0.8674 -3.5446 1.8265 0.1 -0.1 0.1 0.000
H 2.2873 -4.5505 3.9546 -0.1 0.0 0.0 0.000
H 2.9735 -7.1006 3.2583 -0.2 0.2 -0.2 0.000
H 1.9784 -7.4963 0.7579 0.0 0.3 0.3 0.000
H -2.2551 -5.7517 -0.7776 0.1 -0.3 0.0 0.000
H -3.1198 -8.3104 -1.2545 -0.2 0.0 0.0 0.000
H -0.8713 -9.8621 -1.3551 0.0 0.3 0.1 0.000
H 1.2102 -8.2105 -0.9119 -0.4 0.0 -0.1 0.000
H 2.2003 -0.9144 -1.4058 0.2 0.0 0.0 0.000
H 4.8182 -0.3295 -0.8439 0.0 0.1 0.1 0.000
H 6.2983 -2.2398 -2.1123 0.1 0.0 0.0 0.000
H 4.5358 -3.8416 -3.3912 0.0 0.1 0.2 0.000
H 3.6949 -3.1794 -5.1460 -0.1 0.2 -0.1 0.000
H 2.8633 -3.0351 -7.7280 0.0 0.0 0.1 0.000
H 0.1426 -2.8433 -7.6454 0.0 0.0 0.1 0.000
H -0.5344 -2.8686 -4.9847 0.1 0.1 -0.2 0.000
C -2.5054 5.9648 3.9388 0.0 0.0 0.3 -0.001
Si -1.5101 6.1791 2.3589 -0.3 -0.5 -0.4 0.047
C -2.0134 7.8942 1.7009 0.1 0.1 -0.1 0.021
C 0.2828 6.3180 2.8819 0.3 0.2 0.2 0.000
C -1.7268 4.8038 1.0522 -0.4 1.4 -0.8 0.349
Si -3.4425 4.7906 0.2171 1.0 0.8 0.7 0.051
C -3.5938 6.2044 -1.0257 -0.2 -0.1 -0.3 0.020
C -3.6241 3.1574 -0.6926 -0.1 0.0 -0.2 0.045
C -4.8507 4.9801 1.4495 -0.3 -0.1 -0.2 -0.002
H -2.3078 6.8406 4.5775 0.0 -0.2 -0.1 0.000
H -2.1852 5.0772 4.4983 -0.1 0.1 -0.1 0.000
H -3.5902 5.9126 3.7908 0.2 -0.1 0.0 0.000
H -1.7187 8.6567 2.4426 -0.1 -0.2 -0.2 0.003
H -1.5069 8.1420 0.7550 -0.2 -0.1 0.2 0.000
H -3.0979 8.0008 1.5445 0.3 -0.1 0.0 0.000
H 0.5699 5.4934 3.5489 -0.1 0.2 -0.2 0.000
H 0.9702 6.3278 2.0251 -0.1 0.0 0.2 0.000
H 0.4306 7.2557 3.4419 0.0 -0.2 -0.1 0.000
H -0.9466 4.9943 0.2658 -0.6 -0.1 0.5 0.018
H -2.8090 6.1480 -1.7957 -0.2 0.0 0.2 0.000
H -4.5697 6.1170 -1.5311 0.2 0.1 0.0 0.003
H -3.5463 7.2023 -0.5655 0.0 -0.4 -0.1 0.000
H -3.5523 2.2797 -0.0169 -0.3 0.0 -0.3 0.010
H -4.6238 3.1374 -1.1404 0.1 -0.2 -0.1 0.006
H -2.8623 3.0533 -1.4705 -0.2 0.0 -0.1 0.001
H -4.9153 4.1562 2.1688 0.0 0.2 -0.2 0.001
H -4.8201 5.9238 2.0095 0.1 -0.2 -0.2 0.000
H -5.7812 4.9788 0.8632 0.1 0.0 0.2 0.000
```
Positions in Å, forces in eV/Å.

**Kohn-Sham gap (spin up / spin down)**: 6.0 / 7.5 eV
**Spin multiplicity**: 3
**Charge**: 0
**ΔE to the lowest compared entry with this formula, charge and spin**: 0.0 kJ/mol
**E_HOMO (spin up / spin down)**: -5.82 / -8.24 eV

2.
# C3H6NO

C3H6NO as an isolated structure in a non-equilibrium geometry (ωB97M-V/def2-TZVPD, the Open Molecules 2025 dataset).

```
11
Properties=species:S:1:pos:R:3:forces:R:3:lowdin_charge:R:1
C -1.3892 -0.6980 -0.5475 0.9 0.7 1.1 0.196
C -0.1824 -1.1145 0.0280 -0.1 -0.4 -1.0 -0.250
C -0.2864 0.4150 0.6169 -1.3 -0.2 -0.9 -0.099
N 1.0227 1.0845 0.2119 0.5 0.0 -0.1 0.200
O -0.0574 -0.7693 1.3318 0.1 -0.1 1.1 0.028
H -1.4753 -0.5995 -1.6194 0.1 0.1 -0.1 0.118
H -2.2891 -0.6034 0.0409 0.0 -0.1 0.1 0.118
H 0.6702 -1.5054 -0.5144 0.1 0.1 0.0 0.161
H 0.9377 2.0711 0.4965 0.1 -0.4 -0.1 0.172
H 1.2495 1.0604 -0.7926 -0.1 0.1 0.3 0.173
H 1.7999 0.6590 0.7480 -0.2 0.2 -0.2 0.182
```
Positions in Å, forces in eV/Å.

**Kohn-Sham gap**: 9.9 eV
**Charge**: +1
**ΔE to the lowest compared entry with this formula, charge and spin**: 368.3 kJ/mol
**E_HOMO**: -13.98 eV

3.
# C5H17NO2

A 3-piece molecular cluster, C5H17NO2 overall in a non-equilibrium geometry (ωB97M-V/def2-TZVPD, the Open Molecules 2025 dataset).

```
25
Properties=species:S:1:pos:R:3:forces:R:3:lowdin_charge:R:1
C 2.7439 -0.3242 -0.4127 0.7 -1.2 2.1 -0.068
C 1.3844 -0.1011 0.1587 -1.6 1.6 2.3 -0.485
C 0.3086 -1.0381 -0.3969 -0.1 0.5 3.9 -0.154
C -1.1310 -0.9589 0.1910 1.1 -0.9 0.2 -0.261
C -2.2464 -1.2793 -0.8245 -2.0 -0.6 1.9 -0.109
N 1.0607 1.3151 0.0734 0.7 2.1 0.6 0.025
H 2.7085 0.0174 -1.3819 0.5 1.6 -2.1 0.052
H 3.0103 -1.3558 -0.5595 0.0 -0.9 0.4 0.068
H 3.5038 0.1014 0.2798 -0.3 0.1 -1.0 0.097
H 1.3904 -0.1363 1.2635 0.6 -1.3 -0.2 0.109
H 0.7276 -1.9695 -0.0785 0.1 -1.2 -1.3 0.113
H 0.1971 -0.7219 -1.3428 0.1 -0.1 -4.1 0.074
H -1.2562 0.0769 0.5011 -0.4 -0.1 0.4 0.083
H -1.1456 -1.6738 1.0895 -0.5 1.2 -1.3 0.124
H -2.1416 -2.0603 -1.5993 0.4 0.0 0.8 0.075
H -2.5537 -0.4160 -1.3832 0.1 0.7 -0.3 0.028
H -3.1862 -1.4905 -0.1466 1.5 0.0 -1.6 0.108
H 0.2701 1.7290 -0.3819 -0.2 -0.6 -0.4 0.018
H 1.3611 1.9280 0.8619 -0.4 -1.2 -1.0 0.095
H -0.0533 -0.4017 2.1145 0.7 0.1 0.3 -0.025
H -0.1670 0.2586 3.5655 1.5 0.4 1.2 0.015
O -0.6025 -0.0539 2.8098 -2.2 -0.3 -0.8 -0.033
H -1.8979 1.7216 -1.4038 -0.7 -0.6 0.8 0.033
H -1.3308 2.4993 -2.4516 0.1 1.2 -1.5 0.032
O -1.0497 1.9160 -1.7790 0.3 -0.6 0.5 -0.016
```
Positions in Å, forces in eV/Å.

**SMILES string**: CCC[C@@H](C)N.O.O
**Kohn-Sham gap**: 8.8 eV
**Charge**: 0
**ΔE to the lowest compared entry with this formula, charge and spin**: 212.1 kJ/mol
**E_HOMO**: -8.21 eV

4.
# C3H9N

One molecule with the formula C3H9N in a non-equilibrium geometry (ωB97M-V/def2-TZVPD, the Open Molecules 2025 dataset).

```
13
Properties=species:S:1:pos:R:3:forces:R:3:lowdin_charge:R:1
C 1.5780 0.5052 0.0794 0.3 0.2 0.2 -0.105
C 0.6351 -0.6042 -0.3470 -0.8 0.0 -0.1 -0.302
C -1.6107 0.3620 -0.1787 -1.0 1.3 2.4 -0.160
H 2.6243 0.4188 -0.2247 -0.1 -0.3 0.1 0.066
H 1.2491 1.4935 -0.2725 -0.2 -0.3 0.0 0.069
H 1.4743 0.5200 1.1704 0.7 0.2 -0.1 0.067
H 0.4178 -0.5928 -1.4395 -0.2 0.2 0.7 0.116
H 0.9384 -1.6274 -0.1641 1.0 -0.1 0.1 0.094
H -0.4275 -0.3760 1.4253 -0.2 0.4 0.1 0.090
H -1.3057 1.4206 -0.2487 0.1 0.0 0.1 0.057
H -1.9056 0.1441 -1.2123 0.1 -0.9 0.5 0.070
H -2.5103 0.3889 0.5495 1.1 -0.2 -1.5 0.099
N -0.5956 -0.4811 0.4420 -0.8 -0.7 -2.4 -0.163
```
Positions in Å, forces in eV/Å.

**SMILES string**: CCNC
**Kohn-Sham gap**: 9.5 eV
**Charge**: 0
**ΔE to the lowest compared entry with this formula, charge and spin**: 87.5 kJ/mol
**E_HOMO**: -8.31 eV

5.
# C5H8N2

One molecule with the formula C5H8N2 in a non-equilibrium geometry (ωB97M-V/def2-TZVPD, the Open Molecules 2025 dataset).

```
15
Properties=species:S:1:pos:R:3:forces:R:3:lowdin_charge:R:1
C 1.1927 1.6236 -0.2016 -0.2 0.8 0.6 -0.024
N 0.1533 0.8095 0.1985 0.2 -0.2 -0.6 -0.164
C -0.8113 0.7913 1.1003 -0.5 -0.1 0.4 -0.072
C -1.2217 -0.5794 1.2987 0.0 0.4 0.1 -0.073
C -0.5090 -1.3920 0.4803 0.2 -0.1 0.0 -0.047
C 0.3286 -0.5299 -0.4100 0.5 0.3 0.0 -0.383
N -0.0679 -0.5741 -1.8014 -0.1 -0.1 -0.2 0.075
H 1.0101 2.6734 -0.3457 -0.2 0.3 0.4 0.034
H 2.1073 1.3509 0.3263 0.2 -0.1 -0.8 0.055
H 1.4431 -0.4245 -0.4697 -0.2 -1.5 0.4 0.137
H -0.9959 1.6383 1.7477 -0.1 -0.1 -0.2 0.118
H -1.9279 -0.8883 2.0656 0.1 0.1 -0.3 0.101
H -0.6066 -2.4655 0.3812 0.1 0.1 0.1 0.098
H 0.7227 -0.8018 -2.3911 -0.2 0.1 0.0 0.072
H -0.8175 -1.2313 -1.9789 0.0 0.1 0.1 0.072
```
Positions in Å, forces in eV/Å.

**Kohn-Sham gap (spin up / spin down)**: 6.7 / 7.8 eV
**Charge**: 0
**ΔE to the lowest compared entry with this formula, charge and spin**: 386.3 kJ/mol
**E_HOMO (spin up / spin down)**: -6.45 / -7.50 eV

6.
# C6H14N2O2

C6H14N2O2 as an isolated structure in a non-equilibrium geometry (ωB97M-V/def2-TZVPD, the Open Molecules 2025 dataset).

```
24
Properties=species:S:1:pos:R:3:forces:R:3:lowdin_charge:R:1
C 3.0268 -0.2294 -0.0333 0.2 -0.2 0.8 -0.156
C 0.3118 -1.6906 -1.0543 0.0 -0.1 -0.1 -0.084
O 2.7327 -0.0366 -1.1734 -0.1 0.2 -0.6 -0.019
N 0.2157 -2.5395 -0.2970 -0.1 -0.4 0.3 0.080
H 1.9588 -3.0642 1.4281 0.9 -0.4 1.2 -0.017
H 0.4300 -0.9153 -1.7657 0.1 0.3 -0.2 0.064
H 2.4336 0.1681 0.8049 -0.1 0.1 0.0 0.072
H 3.9066 -0.8244 0.2592 0.1 -0.1 -0.1 0.081
H 2.4337 -3.2571 2.0325 -0.9 0.4 -1.2 0.023
C -2.3887 -0.0606 -0.4848 0.0 0.1 -0.1 -0.082
C -1.0478 -0.0088 1.5301 0.1 -0.1 0.2 -0.062
N -1.1486 0.3428 0.1313 0.2 0.5 0.2 -0.216
C -0.5212 1.4834 -0.3267 0.1 -0.1 0.1 -0.454
C -0.8371 2.1708 -1.4277 -0.1 0.1 -0.2 0.042
O 0.5659 1.8301 0.4379 -0.2 -0.2 0.0 0.020
H 1.0235 2.5504 -0.0095 -0.1 0.0 0.0 0.113
H -2.2810 -0.0840 -1.5674 0.0 0.0 -0.1 0.080
H -3.2205 0.6074 -0.2276 0.0 0.0 0.0 0.099
H -2.6256 -1.0668 -0.1423 0.0 0.0 0.0 0.088
H -1.0066 -1.0959 1.6184 0.0 0.0 0.0 0.073
H -0.1396 0.4131 1.9482 -0.1 -0.1 0.1 0.080
H -1.9074 0.3642 2.0998 0.0 0.0 0.0 0.092
H -1.6895 1.9472 -2.0342 -0.3 -0.1 -0.1 0.035
H -0.2253 2.9956 -1.7468 0.2 0.1 0.0 0.049
```
Positions in Å, forces in eV/Å.

**Kohn-Sham gap**: 8.7 eV
**Charge**: 0
**ΔE to the lowest compared entry with this formula, charge and spin**: 449.6 kJ/mol
**E_HOMO**: -8.04 eV